A molecular structure, C6H10O3Rh. Source: the OMol25 dataset; level of theory: ωB97M-V/def2-TZVPD.

Its max |F| is 4.8 eV Å⁻¹. Its spin multiplicity is 6. Its total charge is +2. The lowest unoccupied orbital energy (alpha / beta) is -9.3 / -13.7 eV. As for the gap between HOMO and LUMO (alpha / beta): 5.1 / 5.4 eV. The expectation value of S² is 8.755.

Last column: Löwdin spin population.
Cartesian coordinates (Å):
O -1.6728 1.6844 1.8228  0.0814
Rh 0.2787 3.6515 0.9318  3.5342
O 0.5119 2.0113 1.9308  0.2874
C -0.5017 1.3952 2.2588  0.0702
O -0.4642 0.1017 2.5985  0.0508
C 0.8060 -0.6149 2.5723  0.0442
H 0.6483 -1.3960 3.3234  0.0128
H 1.5809 0.1011 2.8638  0.0023
C 1.0581 -1.1894 1.2164  0.4199
C 2.1029 -0.8473 0.4640  0.4415
H 0.3261 -1.9161 0.8525  0.0140
H 2.3119 -1.3607 -0.4758  0.0154
H 2.7696 -0.0315 0.7521  0.0169
C -2.5390 0.2531 1.9642  0.0055
C -3.1249 -0.3154 3.2328  0.0014
H -3.3583 0.6762 1.3746  0.0003
H -2.1573 -0.4983 1.2656  0.0008
H -3.4105 0.4783 3.9343  0.0002
H -4.0337 -0.8693 2.9619  0.0004
H -2.4505 -1.0248 3.7275  0.0002